Entry 1:
This record from OMol25 describes 8 unconnected molecules or ions with the total composition C28H49NO21 at a distorted geometry. The level of theory is ωB97M-V with the def2-TZVPD basis set.

Each line ends with the Löwdin charge.
Positions of all 99 atoms, in Å:
H  13.9994  2.6582  -11.9287  0.129
O  12.6105  6.1044  -10.9319  0.112
H  15.7441  2.6232  -13.3912  0.061
O  17.3743  1.9085  -12.1912  -0.027
H  16.8226  3.5129  -7.8600  0.103
C  12.4981  5.9849  -15.2591  -0.319
C  14.5483  10.8974  -12.1168  -0.025
O  20.4444  1.7507  -6.9047  0.003
H  19.1343  5.3525  -5.0660  0.080
C  10.7330  -2.1277  -19.1377  -0.037
H  14.9300  -0.3465  -16.9531  0.087
H  12.5785  1.0264  -10.0244  0.075
C  13.1947  5.0432  -10.6550  -0.533
H  12.1248  8.0528  -15.3438  0.096
C  12.2796  5.4564  -16.7434  -0.050
H  11.7999  2.1971  -11.0062  0.091
H  10.7452  -1.4625  -20.0557  0.114
O  13.4944  5.0616  -14.8326  0.075
O  13.2371  -0.7670  -18.9451  -0.105
C  16.8060  5.9262  -5.9083  -0.703
C  14.2735  3.1955  -11.0408  -0.102
N  16.0056  0.9311  -8.5684  0.170
H  12.1390  6.2556  -17.5461  0.160
H  19.0424  4.3181  -3.8360  0.125
H  13.9135  10.4834  -11.3808  0.078
C  21.3160  0.7059  -7.0167  -0.101
O  15.2841  10.0177  -12.9975  0.055
O  16.1517  6.4259  -6.8061  0.177
O  18.5808  2.5392  -10.5117  0.012
C  18.5786  -0.9404  -12.0937  -0.063
H  14.1073  2.5667  -8.9799  0.110
C  15.8760  5.5239  -7.8450  -0.233
O  17.0130  6.4649  -4.8572  0.145
H  22.3432  0.7677  -6.6693  0.103
H  9.6810  -2.5024  -19.0266  0.105
H  15.3339  3.0964  -10.8555  0.115
O  13.0028  4.2599  -9.5512  0.070
H  16.5102  1.3298  -14.0377  0.089
H  16.5540  -0.2544  -11.4995  0.105
C  16.7202  2.1981  -13.4304  -0.019
C  16.8169  5.7174  -9.1427  0.048
H  18.6712  -0.2659  -9.5662  0.127
O  21.5839  2.2288  -4.8676  -0.134
C  12.2595  2.0563  -10.0189  -0.017
O  19.5804  3.4154  -5.7799  0.050
C  19.2322  3.4265  -9.6378  -0.035
H  16.3342  6.1291  -13.6498  0.083
O  13.3870  4.6232  -16.9576  0.113
O  17.1167  4.6464  -6.1628  0.039
H  11.4612  2.1513  -9.2264  0.109
H  21.0106  -0.1304  -6.4972  0.072
O  12.7888  -0.6064  -16.5644  0.006
O  11.2026  -1.5284  -17.9230  -0.013
H  11.3518  4.8656  -16.7045  0.131
H  17.4504  -1.4924  -9.0666  0.114
C  19.6679  4.4249  -4.7527  -0.006
H  11.6698  5.8567  -14.5677  0.154
H  18.8200  0.1309  -12.1231  0.063
O  16.0375  7.9811  -13.3851  0.003
O  15.0382  3.7170  -15.7684  0.116
H  20.2445  3.1134  -9.4504  0.089
H  21.3899  0.3127  -8.0199  0.091
H  19.3978  -1.5530  -11.7876  0.068
H  15.3177  3.7492  -6.7140  0.166
C  16.8092  0.2165  -9.0940  -0.211
H  11.4134  -2.9640  -19.3088  0.095
H  13.7144  7.7227  -15.6890  0.105
H  17.0269  4.7815  -9.6838  0.059
C  20.5156  2.5751  -5.8651  -0.395
C  15.5755  8.8803  -12.5389  -0.545
H  18.7950  3.5724  -8.5622  0.113
H  17.4919  6.8185  -12.3201  0.113
C  17.3153  -0.9900  -11.1588  -0.208
C  18.0498  2.8894  -11.6288  -0.476
C  16.2310  4.2152  -7.2390  -0.079
C  14.0031  4.3576  -15.8799  -0.586
H  18.2753  -1.2718  -13.0448  0.054
H  13.8454  11.5981  -12.6385  0.101
H  16.3638  6.3952  -9.7641  0.031
H  19.1660  4.4521  -10.0845  0.100
H  17.7212  6.1488  -8.7741  0.092
H  15.6872  6.3882  -12.0798  0.097
C  13.4533  2.9596  -9.7487  -0.314
H  14.4627  0.0489  -15.3724  0.083
H  15.2058  11.6856  -11.6996  0.106
C  12.3752  -0.9383  -17.7996  -0.394
C  16.4897  6.7636  -12.8040  -0.042
O  18.0518  4.2051  -12.0750  -0.043
C  17.6882  -0.7024  -9.7184  -0.183
O  15.4508  8.6340  -11.2061  -0.044
H  14.0723  1.1227  -16.5799  0.088
H  14.8439  5.6182  -8.0380  0.137
H  13.1427  7.5374  -14.0351  0.087
C  14.0872  0.0348  -16.4064  -0.032
H  16.8179  -1.9134  -11.2440  0.089
O  14.1019  4.5135  -11.4099  0.080
H  17.3607  2.8733  -14.0112  0.111
H  20.6480  4.7411  -4.5022  0.087
C  12.9014  7.3529  -15.0638  -0.039

Output
SMILES = C[C@H]1COC(=O)O1.C[C@H]1COC(=O)O1.C[C@H]1COC(=O)O1.COC(=O)OC.COC(=O)OC.COC(=O)OC.COC(=O)OC.CCCC#N
Electronic energy = -74309.0670 eV
Energy above the lowest of the compared OMol25 structures with the same formula, charge and spin = 2.7206 eV
HOMO level = -9.60 eV
Kohn-Sham gap = 9.71 eV
Net charge = 0


Entry 2:
This record from OMol25 describes H2O3Si in the gas phase at a distorted geometry. The level of theory is ωB97M-V with the def2-TZVPD basis set.

Each line ends with the natural charge from an NBO analysis.
Positions of all 6 atoms, in Å:
Si  0.0348  0.1815  0.3664  2.033
H  -1.1687  -0.7315  -1.1544  0.521
O  1.2968  -0.6495  -0.2229  -0.605
H  -0.3630  0.2781  1.6553  -0.252
O  1.4487  0.7907  -0.0486  -0.607
O  -1.2485  0.1307  -0.5958  -1.090

Output
SMILES = O[SiH]1OO1
Electronic energy = -14051.3273 eV
Energy above the lowest of the compared OMol25 structures with the same formula, charge and spin = 3.1627 eV
HOMO level = -10.15 eV
Kohn-Sham gap = 10.57 eV
Net charge = 0


Entry 3:
This record from OMol25 describes a molecular structure, C37H48N3O8P3Se2Ti. The level of theory is ωB97M-V with the def2-TZVPD basis set.

Each line ends with the Löwdin charge.
Positions of all 102 atoms, in Å:
H  1.6261  -2.1240  -4.4225  0.101
H  0.3042  2.6989  -1.9834  0.106
C  -4.3051  -3.3331  3.7496  -0.096
H  -0.7848  -3.8149  0.2458  0.024
H  5.4376  1.4374  -3.3321  0.103
C  2.1314  -3.4054  -1.1471  -0.193
C  -2.9236  -1.1007  -2.1653  -0.085
H  2.6702  4.4998  1.3041  0.092
H  3.1442  2.3421  -2.9609  0.143
O  4.1126  -2.3085  -1.8263  0.160
H  -5.6669  0.2678  4.0414  0.110
H  0.8665  1.2955  -5.8417  0.091
H  -1.3793  -1.6733  -0.8129  0.052
H  -4.0437  3.7323  1.6961  0.104
C  2.2211  0.3561  3.3176  -0.134
H  -4.1419  -0.3215  2.1915  0.086
C  0.9043  0.2097  -5.7908  -0.023
O  2.6834  1.0111  -1.4213  -0.162
C  -5.2818  -0.7393  3.9571  -0.061
C  4.4740  0.7926  3.9852  0.001
C  0.5194  -0.2867  -4.4202  -0.394
H  -0.8468  -5.7351  -1.2950  0.125
N  3.1495  -1.7409  0.2278  0.017
C  3.1089  0.8926  4.2283  -0.014
C  0.0408  -3.9996  -0.4281  -0.135
C  -4.4253  -1.0694  2.9242  -0.128
H  5.2059  0.2889  -2.0022  0.084
C  0.0579  1.7165  -1.5795  -0.156
H  -4.6573  -0.6184  -3.3386  0.114
C  4.2683  2.7728  -1.1736  -0.021
C  1.1091  -5.3232  -2.1057  -0.005
C  2.2553  3.7652  1.9930  -0.029
C  -5.1775  -1.3628  -1.3976  -0.058
H  3.0837  -4.5903  -2.6318  0.137
H  -2.2220  -0.8353  -2.9450  0.088
C  3.9482  -0.3789  1.9909  -0.167
H  0.4997  5.7760  1.2768  0.100
H  5.9489  0.0253  2.5878  0.138
C  2.1933  -4.4619  -2.0330  0.037
C  -4.2882  -0.9865  -2.3918  -0.070
H  2.6912  2.7897  1.7751  0.069
H  1.1496  0.4102  3.4749  0.105
H  -3.9262  -4.3433  3.6676  0.104
H  -3.6979  2.0718  2.2036  0.079
O  0.4472  3.2488  0.4967  -0.162
C  3.6918  1.8103  -2.1799  -0.376
C  0.0951  5.0822  2.0122  -0.019
Se  0.8382  -2.7613  2.6589  0.394
H  0.2154  -0.1952  -6.5296  0.099
C  -5.6544  -1.7053  4.8872  -0.052
C  -2.6539  2.7081  0.4411  -0.397
H  -4.4558  2.8360  -0.6927  0.104
N  2.6388  -0.2724  2.2116  -0.033
H  2.7366  1.3745  5.1205  0.125
H  0.3207  3.0074  2.5669  0.139
H  0.3028  5.4763  3.0063  0.102
H  -0.8829  1.3661  -2.0128  0.078
C  0.6007  -1.7900  -4.2630  -0.026
P  -2.7640  -2.8924  1.5270  0.867
N  1.0783  -3.1655  -0.3615  -0.027
O  1.4686  0.3611  -3.4868  -0.148
C  4.9046  0.1479  2.8376  0.048
H  -5.4634  -3.7484  5.5037  0.115
C  3.2642  -2.4441  -0.9895  -0.407
H  5.0098  3.3990  -1.6666  0.102
H  3.4956  3.4148  -0.7509  0.070
H  -6.3288  -1.4453  5.6911  0.115
H  -0.0379  -2.2615  -5.0097  0.103
H  2.5275  4.0537  3.0074  0.100
H  -6.2427  -1.2870  -1.5645  0.117
C  -3.2594  2.9833  1.7958  -0.017
O  0.8997  -0.7567  -1.2170  -0.341
H  4.2265  0.1598  -3.4656  0.082
H  -2.1785  3.6120  0.0475  0.141
H  -4.0336  1.1896  -0.1949  0.081
H  0.2719  -2.1072  -3.2745  0.062
P  1.3249  0.4971  -1.9520  0.497
O  5.4214  -1.1934  0.3343  0.159
O  0.6508  0.7326  0.9244  -0.405
Ti  1.2871  -1.2160  0.7788  0.715
C  -5.1690  -2.9985  4.7836  -0.057
H  -2.5152  3.3542  2.4992  0.079
H  1.9122  -0.1204  -6.0388  0.099
C  4.2970  -1.1359  0.7476  -0.406
H  5.1874  1.2037  4.6858  0.128
C  0.7511  3.7294  1.8630  -0.398
H  4.7609  2.2245  -0.3708  0.092
Se  -1.0499  -1.4718  2.2415  0.375
C  -4.7079  -1.8557  -0.1888  -0.090
H  -0.4775  0.0782  -4.1544  0.125
C  -3.3375  -1.9672  0.0489  -0.442
H  1.1206  -6.1700  -2.7772  0.126
H  -0.9838  5.0279  1.8864  0.071
C  -3.6323  2.1363  -0.5568  -0.020
C  -3.9315  -2.3719  2.8132  -0.505
C  0.0166  -5.0854  -1.2872  -0.002
C  4.6979  0.8594  -2.7785  -0.019
H  -3.1714  1.9663  -1.5275  0.075
C  -2.4502  -1.5842  -0.9564  -0.128
P  -0.1117  1.8233  0.2130  0.510
O  -1.5911  1.7037  0.6550  -0.170
H  -5.4149  -2.1639  0.5694  0.112

Output
Electronic energy = -241671.1696 eV
Energy above the lowest of the compared OMol25 structures with the same formula, charge and spin = 0.1910 eV
HOMO level = -13.12 eV
Kohn-Sham gap = 6.96 eV
Net charge = +2